(1)
Formula: C2H2NO2P
Source: the Open Molecules 2025 dataset
Level of theory: the ωB97M-V functional and the def2-TZVPD basis

Computed properties:
Maximum force in eV/A: 4.178
ΔE to the lowest compared entry with this formula, charge and spin in kcal/mol: 131.58
SMILES: [O-][N+]#P.C#CO
LUMO (spin up / spin down) in Ha: -0.00241 / -0.00240

CARTESIAN COORDINATES (ANGSTROEM)
C (-1.68937, -0.70027, 0.59630)
C (-1.88968, -0.01058, -0.38311)
N (-2.07828, 2.16046, 0.89886)
O (-3.05330, 1.71585, 0.36902)
O (-1.91160, 0.46079, -1.57735)
P (-0.74418, 2.57923, 1.35054)
H (-1.47327, -1.11441, 1.52837)
H (-1.21320, 0.12110, -2.22572)

Atom-resolved charges from Löwdin, all expressed in e: atom 1 (C): 0.083, atom 2 (C): -0.409, atom 3 (N): -0.711, atom 4 (O): -0.057, atom 5 (O): 0.048, atom 6 (P): 0.858, atom 7 (H): 0.011, atom 8 (H): 0.178

***

(2)
Formula: C2H2NO2S
Source: the Open Molecules 2025 dataset
Level of theory: the ωB97M-V functional and the def2-TZVPD basis

Computed properties:
Maximum force in eV/A: 6.459
Total charge: -1
ΔE to the lowest compared entry with this formula, charge and spin in kcal/mol: 134.33
LUMO (spin up / spin down) in Ha: 0.14277 / 0.14276

CARTESIAN COORDINATES (ANGSTROEM)
C (-1.41463, 0.06990, -0.43487)
C (-0.18765, 0.40054, -0.82846)
N (-0.89134, 0.98211, 0.51087)
O (1.63688, -1.70360, -0.52780)
O (2.22678, 0.47347, 0.34273)
S (1.12387, -0.50808, 0.19904)
H (-2.30902, -0.30227, -0.44987)
H (-0.18490, 0.58793, 1.18837)

Atom-resolved charges from Löwdin, all expressed in e: atom 1 (C): -0.231, atom 2 (C): -0.262, atom 3 (N): -0.120, atom 4 (O): -0.526, atom 5 (O): -0.520, atom 6 (S): 0.652, atom 7 (H): 0.022, atom 8 (H): -0.015

***

(3)
Formula: C2H2NO2S3
Source: the Open Molecules 2025 dataset
Level of theory: the ωB97M-V functional and the def2-TZVPD basis

Computed properties:
Maximum force in eV/A: 4.557
Total charge: -1
ΔE to the lowest compared entry with this formula, charge and spin in kcal/mol: 14.08
LUMO in Ha: 0.11031

CARTESIAN COORDINATES (ANGSTROEM)
C (-0.21713, -2.01063, -0.14579)
C (-1.38206, 0.44328, -0.28872)
N (0.84560, -2.42088, -0.24577)
O (2.82592, 1.56083, 0.04184)
O (1.01813, 1.23281, 1.61235)
S (-1.75810, -1.40095, 0.08367)
S (0.09543, 0.48873, -1.29086)
S (1.79831, 0.62864, 0.53640)
H (-1.03227, 0.90474, 0.58211)
H (-2.19383, 0.57344, -0.88523)

Atom-resolved charges from Löwdin, all expressed in e: atom 1 (C): -0.828, atom 2 (C): -0.804, atom 3 (N): 0.068, atom 4 (O): -0.553, atom 5 (O): -0.548, atom 6 (S): 0.767, atom 7 (S): 0.419, atom 8 (S): 0.557, atom 9 (H): -0.034, atom 10 (H): -0.044

***

(4)
Formula: C2H2NO2S3
Source: the Open Molecules 2025 dataset
Level of theory: the ωB97M-V functional and the def2-TZVPD basis

Computed properties:
Maximum force in eV/A: 2.195
Total charge: -1
ΔE to the lowest compared entry with this formula, charge and spin in kcal/mol: 26.11
LUMO in Ha: 0.10760

CARTESIAN COORDINATES (ANGSTROEM)
C (0.03735, 3.65827, 0.68858)
C (-1.08505, 0.97916, 0.30592)
N (1.04804, 3.11579, 0.47994)
O (1.59736, 1.09731, 1.86168)
O (2.96530, 1.46195, -0.10910)
S (-1.26800, 4.39183, 1.22225)
S (-1.30345, 0.48874, -1.21446)
S (1.62563, 1.29884, 0.44560)
H (-0.83060, 2.04198, 0.50885)
H (-1.32161, 0.26554, 1.11478)

Atom-resolved charges from Löwdin, all expressed in e: atom 1 (C): -0.973, atom 2 (C): -0.665, atom 3 (N): -0.070, atom 4 (O): -0.458, atom 5 (O): -0.490, atom 6 (S): 0.557, atom 7 (S): 0.541, atom 8 (S): 0.630, atom 9 (H): -0.096, atom 10 (H): 0.024

***

(5)
Formula: C2H2NO3
Source: the Open Molecules 2025 dataset
Level of theory: the ωB97M-V functional and the def2-TZVPD basis

Computed properties:
Maximum force in eV/A: 5.931
Total charge: -1
ΔE to the lowest compared entry with this formula, charge and spin in kcal/mol: 143.67
LUMO in Ha: 0.13608

CARTESIAN COORDINATES (ANGSTROEM)
C (3.15961, -0.06145, -0.01551)
C (-0.32617, 1.33401, -0.34329)
N (0.74339, 0.35026, -0.30391)
O (2.91124, -1.07591, 0.53457)
O (3.65607, 0.96050, -0.51191)
O (0.26560, 0.96962, 0.93814)
H (-1.30848, 0.80867, -0.49160)
H (0.40193, -0.60189, -0.39589)

Atom-resolved charges from Löwdin, all expressed in e: atom 1 (C): -0.391, atom 2 (C): -0.372, atom 3 (N): -0.171, atom 4 (O): 0.124, atom 5 (O): 0.069, atom 6 (O): -0.262, atom 7 (H): -0.051, atom 8 (H): 0.053

***

(6)
Formula: C2H2NO3S
Source: the Open Molecules 2025 dataset
Level of theory: the ωB97M-V functional and the def2-TZVPD basis

Computed properties:
Maximum force in eV/A: 1.857
Total charge: -1
ΔE to the lowest compared entry with this formula, charge and spin in kcal/mol: 36.66
LUMO in Ha: 0.14085

CARTESIAN COORDINATES (ANGSTROEM)
C (-1.00664, 0.86902, 0.59270)
C (1.80806, 0.32148, -0.23983)
N (-0.00378, -0.13155, 0.34228)
O (2.45051, 0.27295, 0.74768)
O (1.75226, 0.43632, -1.40765)
O (-2.38667, -0.85927, -0.83145)
S (-2.46067, 0.49908, -0.12326)
H (0.25248, -0.56943, 1.22347)
H (-0.40556, -0.83859, -0.30394)

Atom-resolved charges from Löwdin, all expressed in e: atom 1 (C): -0.535, atom 2 (C): -0.603, atom 3 (N): -0.102, atom 4 (O): 0.078, atom 5 (O): 0.099, atom 6 (O): -0.760, atom 7 (S): 0.660, atom 8 (H): 0.095, atom 9 (H): 0.069

***

(7)
Formula: C2H2NO3S2
Source: the Open Molecules 2025 dataset
Level of theory: the ωB97M-V functional and the def2-TZVPD basis

Computed properties:
Maximum force in eV/A: 3.568
<S²>: 2.0083
Multiplicity: 3
Total charge: -1
ΔE to the lowest compared entry with this formula, charge and spin in kcal/mol: 40.73
LUMO (spin up / spin down) in Ha: 0.12056 / 0.00600

CARTESIAN COORDINATES (ANGSTROEM)
C (-0.23522, -2.76826, -0.53812)
C (1.29226, 2.15097, 0.51545)
N (-0.05742, -1.61483, -0.48430)
O (-0.40721, -3.91831, -0.59018)
O (0.97218, 2.96859, 1.33452)
O (-2.25665, -0.90443, 0.54968)
S (-1.29711, 0.84218, -1.37413)
S (-1.01212, -0.21567, 0.20276)
H (0.65111, 1.23070, 0.25530)
H (2.35018, 2.22905, 0.12901)

Atom-resolved charges from Löwdin, all expressed in e: atom 1 (C): -0.500, atom 2 (C): -0.383, atom 3 (N): -0.119, atom 4 (O): 0.103, atom 5 (O): -0.148, atom 6 (O): -0.588, atom 7 (S): 0.351, atom 8 (S): 0.319, atom 9 (H): -0.073, atom 10 (H): 0.038

***

(8)
Formula: C2H2NaO2
Source: the Open Molecules 2025 dataset
Level of theory: the ωB97M-V functional and the def2-TZVPD basis

Computed properties:
Maximum force in eV/A: 1.789
<S²>: 0.7566
Multiplicity: 2
ΔE to the lowest compared entry with this formula, charge and spin in kcal/mol: 91.16
LUMO (spin up / spin down) in Ha: -0.03125 / -0.02951

CARTESIAN COORDINATES (ANGSTROEM)
C (-0.95301, 0.65276, -0.09342)
C (-1.18826, 1.83216, -0.18223)
O (3.83536, -1.80300, 0.16688)
Na (1.70535, -1.77232, 0.14160)
H (-1.43014, 2.87333, -0.29102)
O (-0.60391, -0.59978, 0.06050)
H (-1.36539, -1.18316, 0.19769)

Atom-resolved charges from Löwdin, all expressed in e: atom 1 (C): -0.271, atom 2 (C): 0.125, atom 3 (O): -0.678, atom 4 (Na): 0.621, atom 5 (H): 0.039, atom 6 (O): 0.024, atom 7 (H): 0.140

***

(9)
Formula: C2H2O2
Source: the Open Molecules 2025 dataset
Level of theory: the ωB97M-V functional and the def2-TZVPD basis

Computed properties:
Maximum force in eV/A: 0.620
ΔE to the lowest compared entry with this formula, charge and spin in kcal/mol: 0.00
LUMO in Ha: 0.02136

CARTESIAN COORDINATES (ANGSTROEM)
C (-1.06529, -0.94731, 1.15511)
C (0.77800, 0.56268, -0.47844)
O (-2.05656, -1.30852, 0.75818)
O (0.10459, 0.98780, -1.36821)
H (0.81752, 1.03455, 0.51547)
H (1.42174, -0.32921, -0.58210)

Atom-resolved charges from Löwdin, all expressed in e: atom 1 (C): 0.013, atom 2 (C): -0.221, atom 3 (O): 0.060, atom 4 (O): -0.003, atom 5 (H): 0.069, atom 6 (H): 0.082

***

(10)
Formula: C2H2O2
Source: the Open Molecules 2025 dataset
Level of theory: the ωB97M-V functional and the def2-TZVPD basis

Computed properties:
Maximum force in eV/A: 0.653
ΔE to the lowest compared entry with this formula, charge and spin in kcal/mol: 4.84
SMILES: O=CC=O
LUMO in Ha: -0.00238

CARTESIAN COORDINATES (ANGSTROEM)
O (1.40790, -0.41475, -0.93734)
C (0.75201, 0.13468, -0.08969)
C (-0.75986, -0.03565, 0.01247)
O (-1.10483, -0.74635, 0.92312)
H (1.19961, 0.65555, 0.78019)
H (-1.49483, 0.40652, -0.68876)

Atom-resolved charges from Löwdin, all expressed in e: atom 1 (O): 0.075, atom 2 (C): -0.210, atom 3 (C): -0.196, atom 4 (O): 0.073, atom 5 (H): 0.129, atom 6 (H): 0.129